[1]
Density functional theory data (ωB97M-V with the def2-TZVPD basis set) for 11 unconnected molecules or ions with the total composition C57H65Cl2N10O2P.

Energy relative to the best compared isomer or geometry (same formula, charge and spin), kJ/mol: 19.1
Charge: -2
LUMO energy, eV: 2.59
HOMO, eV: 0.03

Each line ends with the Mulliken charge.
Geometry (Å):
H1 0.578 0.449 6.390  0.455
C1 0.302 -2.358 7.980  -0.506
H2 0.238 -2.680 9.015  0.323
H3 -6.674 5.832 -6.280  0.389
H4 -3.019 -5.811 2.669  0.530
C2 -0.256 -6.813 1.732  -0.229
C3 -2.166 -9.024 -2.594  -0.606
C4 -1.633 2.465 0.963  -0.133
C5 -2.732 6.900 -5.691  -0.455
C6 2.494 -4.384 -2.064  -0.319
H5 3.216 1.199 3.149  0.335
C7 -3.154 -6.817 6.321  -0.539
Cl1 4.478 1.057 6.474  -0.279
H6 -4.771 2.757 -8.197  0.373
H7 -0.783 -5.729 -0.057  0.557
H8 -3.640 4.741 -1.327  0.480
H9 2.328 -3.410 -2.509  0.468
C8 0.484 -0.623 6.524  -0.312
C9 2.116 -0.416 1.067  -0.369
Cl2 0.683 -0.067 2.203  -0.531
C10 0.572 -6.815 2.845  -0.488
C11 -3.698 -7.576 5.297  -0.244
N1 1.568 -4.758 2.141  0.079
C12 -2.531 -5.620 5.998  -0.177
H10 2.425 -0.322 -1.618  0.493
O1 5.792 -0.307 0.458  -0.743
H11 -4.998 3.864 -10.411  0.364
C13 3.198 3.549 8.447  -0.071
H12 -1.073 1.812 1.625  0.294
C14 0.762 -4.762 1.089  -0.460
H13 0.201 -4.345 7.174  0.541
H14 3.663 -3.590 -0.442  0.448
C15 0.932 6.141 -8.975  -0.741
C16 -2.476 -5.240 4.669  -0.197
C17 2.811 4.231 7.302  -0.112
C18 -1.072 2.831 -0.255  0.027
H15 0.883 -3.925 0.409  0.527
H16 2.808 -1.211 3.310  -0.559
C19 0.462 -1.466 5.419  0.132
C20 2.857 -6.843 -0.996  -0.442
N2 -3.315 6.168 -3.487  -0.302
C21 -1.805 8.002 -3.791  -0.620
H17 2.031 5.423 10.818  0.349
H18 4.853 -1.559 2.890  0.007
H19 3.748 2.620 8.363  0.309
C22 -3.047 4.094 -0.693  -0.166
H20 -1.714 -6.779 -5.074  0.356
H21 -1.173 8.753 -3.338  0.380
C23 -2.524 7.118 -2.998  -0.178
N3 -3.656 -7.224 4.014  -0.620
C24 0.278 -3.287 6.951  -0.515
H22 -1.364 8.547 -5.827  0.435
C25 4.121 0.758 2.712  -0.708
N4 2.925 3.968 9.683  -0.584
C26 1.614 6.912 -9.902  -0.163
C27 -1.793 3.659 -1.096  -0.540
H23 -2.298 -10.079 -2.391  0.373
C28 0.281 8.759 -9.208  -0.188
H24 5.588 -0.701 5.373  0.396
H25 1.158 5.092 -8.842  0.357
H26 4.498 1.383 1.909  0.297
C29 -5.390 4.337 -9.521  -0.378
C30 3.428 -5.748 -0.360  -0.343
H27 3.385 1.091 0.183  0.147
C31 -1.911 7.885 -5.167  -0.201
C32 -2.136 -8.110 -1.552  -0.107
C33 1.903 0.563 -1.256  -1.772
C34 1.282 8.252 -10.022  -0.457
H28 2.392 6.477 -10.516  0.378
H29 1.660 -7.459 -2.675  0.359
H30 -4.062 5.284 -5.183  0.526
C35 2.124 -6.626 -2.152  -0.326
H31 2.145 -5.732 3.849  0.444
H32 1.750 -1.254 0.483  0.415
H33 -4.192 -8.519 5.512  0.352
H34 1.776 5.966 6.575  0.373
C36 -3.052 -6.074 3.720  -0.482
H35 5.369 1.787 4.110  0.539
H36 3.900 -0.618 4.914  -0.002
C37 1.806 5.858 8.725  -0.263
H37 3.063 3.833 6.328  0.412
H38 -2.093 -4.996 6.766  0.525
C38 -1.844 -7.193 -4.084  -0.527
C39 -5.262 3.720 -8.285  -0.207
H39 1.249 6.772 8.886  0.346
H40 0.355 -3.518 4.807  0.599
H41 0.529 -7.613 3.576  0.444
H42 -2.028 -9.234 -4.729  0.369
H43 -1.686 -5.294 -3.084  0.367
H44 -7.005 7.082 -8.403  0.362
C40 4.729 -0.940 0.481  -0.069
H45 -2.843 6.776 -6.760  0.590
N5 -2.838 2.874 1.364  -0.557
H46 -0.092 2.462 -0.528  0.286
C41 -1.830 -6.362 -2.973  -0.180
H47 -6.145 6.082 -10.526  0.376
H48 -2.246 -8.440 -0.524  0.303
C42 1.470 -5.767 2.999  -0.726
H49 3.338 -2.422 1.752  -0.487
C43 3.248 -4.486 -0.901  -0.006
C44 -6.026 5.566 -9.581  -0.179
H50 -4.494 3.991 0.894  0.342
N6 -5.714 4.244 -7.150  -0.521
N7 -0.384 8.031 -8.316  -0.271
H51 0.527 -1.070 4.411  -0.030
N8 -1.975 -6.801 -1.726  -0.318
C45 -6.321 5.425 -7.222  -0.166
H52 -1.993 -4.320 4.368  0.488
C46 -3.517 3.672 0.541  -0.460
H53 1.757 1.651 0.582  0.726
C47 -6.504 6.124 -8.406  -0.402
H54 6.125 0.364 3.394  0.291
H55 1.788 8.894 -10.730  0.340
H56 -0.005 9.803 -9.273  0.352
N9 0.402 -1.046 7.786  -0.609
C48 -0.164 -5.767 0.828  -0.400
C49 2.242 5.103 9.802  -0.251
N10 1.936 -5.423 -2.691  -0.654
H57 -0.609 6.175 -7.473  0.328
C50 2.100 5.409 7.445  -0.465
C51 -3.412 6.070 -4.812  -0.605
C52 2.334 0.811 0.195  -0.465
H58 2.141 1.404 -1.909  0.351
C53 -2.016 -8.553 -3.888  -0.107
O2 4.202 -1.597 -0.461  -0.564
H59 3.998 -5.870 0.552  0.437
P1 3.679 -1.037 2.123  1.274
H60 0.832 0.350 -1.294  0.326
H61 -2.459 7.166 -1.916  0.395
C54 -0.054 6.745 -8.210  0.068
H62 2.969 -7.845 -0.601  0.395
C55 4.799 -0.030 5.050  -0.140
C56 5.195 0.751 3.804  -0.976
H63 -0.964 -7.619 1.576  0.287
H64 -3.220 -7.156 7.347  0.360
C57 0.361 -2.828 5.643  -0.009
H65 -1.390 3.963 -2.055  0.436

---

[2]
Density functional theory data (ωB97M-V with the def2-TZVPD basis set) for a molecular structure, C57H67N2P2PtS2Si.

Energy relative to the best compared isomer or geometry (same formula, charge and spin), kJ/mol: 0.0
Charge: +1
LUMO energy, eV: -2.99
HOMO, eV: -10.08

Each line ends with the Mulliken charge.
Geometry (Å):
H1 6.523 -1.570 -1.735  0.383
H2 3.821 -3.601 0.004  0.269
H3 4.498 -0.857 -2.845  0.588
H4 0.279 0.647 4.339  0.694
C1 0.254 -0.589 -4.531  0.912
H5 2.603 -2.723 -2.639  0.787
C2 0.713 -3.019 -5.145  0.383
H6 -1.428 4.915 -3.787  0.511
C3 4.658 3.380 1.884  -0.869
C4 3.066 -1.119 -1.309  1.176
H7 4.628 3.061 2.932  0.326
H8 1.497 2.288 0.968  -0.892
C5 -0.223 -5.836 -1.694  -0.286
H9 -0.029 0.955 -6.000  0.463
H10 4.799 0.202 -1.501  0.577
C6 5.426 2.343 1.074  -0.832
C7 -1.153 -3.420 -0.746  1.778
H11 2.457 1.780 2.354  0.029
H12 0.105 -6.848 -1.934  0.590
S1 0.746 -1.425 -7.136  -0.218
H13 -3.007 5.693 4.431  0.409
Si1 -0.039 -0.564 2.225  0.629
C8 -1.149 2.816 0.532  -0.646
P1 2.318 -0.413 0.251  -1.074
C9 -3.064 6.834 2.604  -0.381
H14 1.750 -2.827 -1.100  -0.898
P2 -1.732 -1.827 0.000  -0.741
H15 -3.021 -3.077 5.406  0.429
H16 0.580 -6.167 0.281  0.503
C10 3.781 -3.584 -1.086  -0.782
H17 -0.502 -3.094 -1.567  -0.823
H18 5.174 4.342 1.865  0.480
C11 0.553 -1.692 -5.449  0.267
H19 -1.984 -6.370 -0.608  0.453
H20 -4.768 -1.321 1.486  0.110
C12 -2.155 4.961 1.283  0.364
C13 -3.408 0.115 -1.226  -0.608
Pt1 -0.025 -0.258 -0.038  3.241
H21 -2.555 -3.955 -2.306  0.446
C14 0.987 -3.816 -6.285  -0.779
C15 -3.420 -3.571 3.355  -0.858
C16 -3.991 0.856 -0.031  0.192
C17 -1.813 -1.932 4.056  -0.030
H22 -4.022 1.929 -0.241  0.523
H23 3.252 3.938 0.353  0.378
C18 -2.195 -2.305 1.707  -0.451
C19 -2.778 -2.873 4.372  -1.058
H24 3.492 -4.592 -1.399  0.704
S2 -2.666 6.572 0.967  -0.214
C20 4.011 -2.687 3.269  -0.895
H25 0.346 1.817 3.036  0.543
H26 -0.958 -4.598 1.027  0.941
C21 0.477 -5.341 -0.425  -0.426
C22 3.232 3.524 1.368  -0.984
C23 4.691 1.004 1.049  -0.584
C24 3.864 -1.980 2.088  -0.255
H27 5.273 0.274 0.487  -0.058
C25 -0.318 1.351 -2.653  -0.574
H28 -1.213 1.182 3.576  0.460
C26 0.240 -0.829 -3.145  -0.074
H29 -4.156 -4.326 3.596  0.479
H30 -2.448 0.531 -1.499  -0.275
H31 -1.094 2.498 1.561  -0.708
C27 -5.383 0.325 0.281  -1.355
C28 3.276 1.160 0.481  0.087
H32 4.709 -1.892 1.422  0.537
C29 -0.333 1.694 -4.011  0.607
H33 0.054 -5.214 -2.553  -0.268
H34 1.493 -5.020 -0.663  -0.285
H35 -3.119 -4.359 -0.704  -0.283
H36 -5.284 -1.840 -1.474  0.648
H37 1.141 -4.884 -6.254  0.414
C30 -1.732 -5.791 -1.501  -1.178
C31 4.512 -0.820 -1.749  -1.540
H38 -4.624 -3.007 -0.370  0.259
C32 1.565 -1.474 2.655  0.570
H39 -3.658 -3.833 1.261  0.280
C33 2.940 -2.794 4.148  -0.984
C34 -0.021 0.698 -4.947  -0.896
H40 5.896 -3.966 -1.313  0.513
C35 -3.266 -1.391 -0.994  0.331
H41 1.220 -3.424 -8.433  0.466
C36 2.717 -2.593 -1.555  0.115
C37 2.643 -1.392 1.763  0.080
H42 -3.003 -1.835 -1.964  0.663
C38 -2.234 -4.345 -1.338  -0.424
C39 -3.132 -3.290 2.031  0.211
H43 4.958 -3.153 3.504  0.439
H44 -1.301 -1.412 4.857  0.508
C40 -0.711 2.325 -1.670  -0.325
C41 -1.489 -1.655 2.725  0.541
C42 -1.648 4.097 0.213  0.951
C43 -1.623 4.472 -1.115  -0.956
C44 -2.297 4.658 2.611  -0.280
H45 -6.317 -1.580 0.717  0.435
H46 -5.822 0.847 1.133  0.447
H47 -0.694 3.273 -5.458  0.501
H48 -4.075 0.257 -2.086  0.869
C45 -1.115 3.924 -3.488  -1.090
C46 -4.648 -1.941 -0.587  -1.526
C47 5.153 -3.244 -1.655  -1.450
H49 2.453 -0.533 -2.005  -0.564
H50 0.399 -3.528 0.782  -0.717
H51 3.343 1.567 -0.539  0.991
H52 -1.983 5.445 -1.428  0.477
C48 1.737 -2.179 3.846  -0.408
C49 -0.713 3.022 -4.405  -1.163
H53 -6.035 0.517 -0.578  0.433
H54 0.454 -1.816 -2.759  -0.594
H55 -3.457 7.787 2.917  0.475
H56 3.049 -3.355 5.067  0.432
H57 6.429 2.204 1.481  0.445
H58 2.669 4.230 1.982  0.442
C50 -0.293 -4.195 0.259  -0.756
C51 5.562 -1.823 -1.282  -0.533
C52 1.032 -3.080 -7.430  -0.374
H59 -2.044 3.701 3.042  0.509
H60 0.628 -3.426 -4.148  -0.062
C53 -2.821 5.735 3.370  -0.676
H61 -3.335 0.722 0.840  -0.317
H62 -2.254 -6.268 -2.332  0.523
H63 0.911 -2.268 4.543  0.398
C54 -5.316 -1.172 0.556  -0.287
H64 4.612 0.618 2.070  0.333
C55 -0.170 0.926 3.382  -1.855
N1 -0.698 1.960 -0.360  0.463
C56 -1.149 3.586 -2.091  0.344
H65 5.714 -1.759 -0.202  0.150
N2 -0.017 0.093 -2.240  0.328
H66 5.118 -3.325 -2.747  0.401
H67 5.553 2.703 0.047  0.329
C57 2.518 2.176 1.335  0.458

---

[3]
Density functional theory data (ωB97M-V with the def2-TZVPD basis set) for a molecular structure, C57H68BF8NbO5PS2 at a distorted geometry.

Energy relative to the best compared isomer or geometry (same formula, charge and spin), kJ/mol: 396.8
Charge: -1
LUMO energy, eV: 0.59
HOMO, eV: -5.32

Each line ends with the Mulliken charge.
Geometry (Å):
O1 -2.746 1.793 1.529  -0.599
F1 -1.655 3.841 3.360  -0.206
H1 8.172 0.182 -4.318  0.393
H2 -2.147 -1.027 -3.918  0.137
H3 9.754 -6.597 -0.972  0.346
C1 3.710 0.064 -1.397  -0.529
P1 -0.190 -2.989 -0.334  0.128
C2 5.196 -3.752 -5.936  -0.405
C3 0.758 -1.388 4.558  0.094
C4 -3.094 -2.733 0.433  -0.280
C5 8.671 -3.703 -2.372  -0.490
C6 -5.842 7.701 5.671  -0.481
C7 -1.150 0.751 -7.428  -0.286
B1 -1.188 -0.118 -2.043  1.174
H4 -3.980 0.151 6.179  0.471
C8 7.053 1.409 -5.681  -0.408
C9 -3.490 7.573 5.164  -0.541
H5 7.142 1.155 -9.063  0.354
H6 -2.220 -2.177 -2.499  0.192
H7 7.687 -7.429 -2.051  0.356
H8 5.803 -4.612 -5.675  0.533
F2 1.225 -0.552 5.622  -0.317
O2 -0.659 0.928 -2.875  -0.525
H9 1.948 -2.812 -6.214  0.422
H10 -6.680 8.225 6.119  0.368
H11 1.739 -0.706 -2.207  -0.207
C10 0.139 -2.608 4.913  0.081
H12 -9.922 5.159 6.886  0.368
H13 -3.367 -0.655 -2.611  0.326
C11 3.808 -3.844 -5.904  -0.503
C12 -7.648 2.739 8.867  -0.317
H14 10.384 -4.211 -1.177  0.362
C13 -9.628 3.137 7.553  -0.374
H15 1.827 1.112 -2.029  0.589
H16 -4.419 0.330 -8.229  0.366
H17 -4.406 9.198 6.234  0.359
C14 -8.122 4.952 8.043  -0.252
C15 3.640 -1.542 -6.596  -0.711
H18 0.516 -4.376 -2.253  0.432
C16 9.124 -5.916 -1.534  -0.382
H19 1.134 -4.841 0.618  0.539
O3 -1.993 2.513 -0.662  -0.631
H20 -7.852 5.999 7.954  0.401
H21 -6.242 -3.374 8.819  0.354
H22 1.643 -1.570 2.545  -0.431
H23 8.949 -2.659 -2.467  0.385
H24 1.650 -2.949 -2.155  0.234
H25 -6.208 0.583 7.164  0.376
F3 -0.158 5.206 2.395  -0.282
H26 4.005 0.582 -0.423  0.247
H27 -4.341 -3.126 -1.003  0.351
C17 -4.971 5.807 4.462  -0.518
H28 -4.007 -3.801 7.841  0.372
C18 0.555 -3.234 -2.090  -1.060
C19 8.539 -0.358 -6.366  -0.526
H29 -2.623 3.188 -5.584  0.428
S1 4.392 1.173 -2.759  -0.231
H30 -5.129 4.855 3.966  0.453
C20 7.505 -4.169 -2.972  -0.234
H31 -1.064 0.119 2.928  0.368
C21 -6.362 -1.367 8.057  -0.321
H32 -0.171 0.334 -7.641  0.382
H33 -2.186 -0.621 -8.718  0.372
H34 -7.011 2.060 9.423  0.426
C22 6.761 1.682 -7.014  -0.570
C23 -1.271 1.825 -6.551  -0.335
C24 3.030 -2.739 -6.236  -0.348
H35 3.306 -4.143 0.068  0.250
C25 7.943 0.392 -5.358  -0.314
H36 8.720 -0.664 -8.487  0.356
C26 7.365 0.939 -8.024  -0.360
C27 -2.527 2.354 -6.271  -0.372
F4 -2.083 4.771 1.257  -0.179
C28 1.488 0.118 -0.041  -0.472
H37 6.873 -3.487 -3.532  0.471
H38 2.238 -0.476 0.605  0.482
H39 -4.639 2.226 -6.652  0.367
C29 -2.281 0.214 -8.032  -0.483
C30 -3.659 1.814 -6.872  -0.452
H40 -0.082 -2.782 -2.909  0.267
H41 -1.200 -1.688 2.729  0.532
C31 2.099 0.122 -1.523  -0.446
H42 9.229 -1.157 -6.114  0.413
C32 -8.808 2.264 8.261  -0.401
H43 -3.176 -0.800 1.459  0.451
H44 5.503 -0.521 -6.918  0.250
C33 -6.046 6.483 5.030  -0.354
H45 -2.494 8.001 5.212  0.369
H46 -10.536 2.769 7.086  0.368
H47 -2.854 5.823 4.091  0.294
H48 -1.397 1.417 -3.309  0.164
F5 0.488 2.462 2.449  -0.226
H49 -0.388 2.248 -6.086  0.362
H50 4.085 -1.004 -1.472  0.389
C34 -2.902 -1.167 0.402  -0.135
C35 5.029 -1.452 -6.633  0.106
C36 -4.565 8.247 5.736  -0.335
F6 0.627 -3.849 4.481  -0.232
H51 -2.872 -2.032 6.529  0.649
C37 2.664 -3.249 0.399  -0.593
O4 -2.895 -3.322 1.532  -0.546
C38 8.252 -0.083 -7.700  -0.217
O5 -3.511 -3.538 -0.661  -0.484
C39 1.179 -3.703 0.793  -0.130
S2 -1.512 1.830 0.622  1.028
C40 5.806 -2.557 -6.305  -0.531
H52 -6.404 4.452 9.232  0.370
C41 -5.727 -0.378 7.313  -0.152
C42 -3.852 -1.849 6.955  -0.255
H53 0.910 -3.551 1.885  -0.003
C43 -7.307 4.082 8.759  -0.491
C44 -4.473 -0.620 6.761  -0.773
C45 -5.745 -2.600 8.244  -0.395
H54 2.720 -2.403 -0.351  -0.249
C46 7.961 -6.383 -2.138  -0.392
H55 6.065 2.475 -7.266  0.372
H56 4.698 0.323 -3.832  0.064
C47 -3.693 6.351 4.531  -0.036
H57 -7.043 6.060 4.974  0.398
C48 -4.489 -2.841 7.694  -0.570
C49 -0.543 -0.786 2.435  -0.495
C50 0.922 -0.848 3.040  0.261
C51 -1.132 4.212 2.096  0.454
C52 9.478 -4.575 -1.650  -0.359
Nb1 -0.672 -0.527 0.165  -1.327
H58 -7.339 -1.178 8.490  0.320
C53 -2.317 -1.081 -2.776  -0.822
H59 -9.072 1.216 8.342  0.329
C54 -3.537 0.747 -7.756  -0.341
H60 6.239 -5.871 -3.318  0.400
C55 -0.297 2.992 1.412  0.401
H61 3.034 -0.679 -6.848  0.424
F7 -1.032 -2.534 5.709  -0.209
H62 1.464 0.143 3.142  0.329
H63 6.585 1.991 -4.894  0.514
H64 6.888 -2.488 -6.335  0.347
H65 -3.587 -0.615 -0.317  0.600
F8 0.540 3.628 0.454  -0.282
H66 3.184 -2.859 1.351  0.239
H67 3.332 -4.777 -5.620  0.403
H68 1.596 1.204 0.343  0.273
C56 -9.285 4.480 7.441  -0.433
C57 7.149 -5.508 -2.853  -0.460

---

> Which of these has the highest energy relative to the best compared isomer or geometry (same formula, charge and spin)?

C57H68BF8NbO5PS2

---

> Which of these has the lowest charge?

C57H65Cl2N10O2P

---

> Which of these has the lowest LUMO energy?

C57H67N2P2PtS2Si

---

> Which of these has the lowest energy relative to the best compared isomer or geometry (same formula, charge and spin)?

C57H67N2P2PtS2Si